{"formula": "C4H10N2O", "method": "wB97M-V/def2-TZVPD", "species": ["N", "C", "C", "N", "C", "C", "O", "H", "H", "H", "H", "H", "H", "H", "H", "H", "H"], "positions_angstrom": [[-2.263, -0.787, -0.791], [-1.709, 0.632, -0.345], [-0.593, 0.409, 0.674], [0.705, -0.057, 0.314], [1.675, -0.449, 1.301], [1.141, 0.145, -1.106], [-0.583, 1.146, 1.637], [-1.528, -1.482, -0.718], [-2.862, -0.705, 0.051], [-2.456, 1.316, 0.068], [-1.396, 1.196, -1.254], [1.880, -1.545, 1.239], [2.689, -0.210, 0.953], [1.551, -0.110, 2.344], [1.238, 1.180, -1.423], [0.365, -0.363, -1.683], [2.143, -0.316, -1.262]], "forces_ev_per_a": [[-0.6, 3.8, 1.8], [1.0, -2.1, -2.2], [-0.8, 4.4, -0.7], [1.0, -0.2, -0.7], [1.6, -0.7, 0.1], [0.2, -1.6, 0.6], [0.3, -1.4, 0.7], [-0.2, -0.1, 0.5], [-0.2, -2.3, -0.8], [-0.1, -0.8, 0.4], [0.5, -0.5, 0.6], [-1.0, 0.1, 0.2], [-0.3, 0.9, 0.0], [-0.6, -0.2, -0.8], [-0.4, 0.4, 0.5], [0.3, 0.2, -0.4], [-0.9, 0.1, 0.3]], "lumo_ev": [-4.54, -8.17], "e_tot_ha": -342.772764, "charge": 1, "largest_force_ev_per_a": 4.52, "gap_ev": [9.77, 6.10], "s_squared": 0.768, "multiplicity": 2, "homo_ev": [-14.313, -14.270], "relative_energy_kcal_mol": 60.1}

{"formula": "C4H10N2O", "method": "wB97M-V/def2-TZVPD", "species": ["C", "N", "C", "C", "C", "N", "O", "H", "H", "H", "H", "H", "H", "H", "H", "H", "H"], "positions_angstrom": [[0.987, 1.997, -0.528], [0.988, 1.163, 0.512], [0.954, -1.249, 0.453], [0.119, 0.022, 0.753], [-0.980, -0.057, -0.377], [-1.786, -1.254, -0.321], [0.092, 2.112, -1.363], [1.918, 2.505, -0.735], [1.732, 1.223, 1.200], [0.339, -1.981, -0.081], [1.926, -0.936, 0.030], [1.285, -1.705, 1.408], [-0.530, -0.029, 1.625], [-0.469, -0.122, -1.336], [-1.793, 0.736, -0.478], [-2.462, -0.997, 0.409], [-2.320, -1.429, -1.171]], "forces_ev_per_a": [[-0.5, -0.2, -1.4], [-0.3, -0.4, 1.9], [0.8, 0.0, 1.9], [-1.9, -0.6, -2.7], [1.5, -0.6, -2.0], [-1.6, 2.4, 1.1], [-0.2, -0.3, 0.7], [0.4, 0.6, 0.5], [0.1, 0.3, -0.4], [0.7, 0.1, -0.1], [-0.8, -0.5, -0.6], [-0.4, 0.0, -0.3], [1.0, 0.5, 0.9], [0.0, 0.4, 0.0], [0.9, 0.2, 0.5], [-0.2, -1.5, 0.2], [0.4, -0.6, -0.2]], "lumo_ev": [-3.20, -9.04], "e_tot_ha": -342.788999, "charge": 1, "largest_force_ev_per_a": 3.32, "gap_ev": [11.69, 4.96], "s_squared": 0.758, "multiplicity": 2, "homo_ev": [-14.884, -14.000], "relative_energy_kcal_mol": 49.9}

{"formula": "C4H10N2O2", "method": "wB97M-V/def2-TZVPD", "species": ["C", "C", "C", "C", "N", "N", "O", "O", "H", "H", "H", "H", "H", "H", "H", "H", "H", "H"], "positions_angstrom": [[-0.262, 0.320, 0.548], [-1.220, 0.449, -0.478], [-0.398, -0.744, 1.604], [1.348, -0.193, -0.828], [1.418, -1.565, -1.085], [-1.631, 1.648, -0.943], [0.250, 1.525, 1.034], [2.333, 0.473, -0.448], [1.228, 1.400, 0.997], [2.335, -1.984, -0.979], [0.758, -2.264, -0.764], [-2.535, 1.705, -1.394], [-1.226, 2.432, -0.432], [-1.786, -0.415, -0.809], [0.641, 0.250, -1.654], [-0.743, -1.686, 1.169], [0.575, -0.923, 2.069], [-1.085, -0.427, 2.392]], "forces_ev_per_a": [[-2.5, 0.7, -0.6], [0.1, -0.2, 3.2], [0.5, -0.3, -0.5], [0.5, 1.9, -3.8], [0.5, -1.7, 0.5], [0.8, -0.2, -0.1], [0.4, -0.6, -0.4], [-1.3, -1.0, 0.5], [-0.4, 0.4, -0.2], [0.1, 0.5, 0.3], [-0.5, 0.7, -0.1], [0.5, 0.2, 0.0], [-0.4, -0.1, -0.4], [0.2, 0.0, 0.0], [1.5, -0.3, 1.4], [-0.1, 0.0, 0.1], [0.0, -0.1, 0.0], [0.0, 0.0, -0.1]], "lumo_ev": 0.68, "e_tot_ha": -418.327325, "largest_force_ev_per_a": 4.34, "smiles": "C/C(O)=C/N.NC=O", "gap_ev": 8.25, "homo_ev": -7.565, "relative_energy_kcal_mol": 83.9}

{"formula": "C4H10N2O2", "method": "wB97M-V/def2-TZVPD", "species": ["C", "C", "C", "N", "C", "N", "O", "O", "H", "H", "H", "H", "H", "H", "H", "H", "H", "H"], "positions_angstrom": [[-0.464, 1.131, -0.308], [0.820, 1.351, 0.144], [-1.698, 1.594, 0.405], [-0.330, -1.136, 0.440], [1.127, -1.134, 0.361], [1.534, -1.543, -0.915], [-1.134, -1.922, -0.417], [1.817, -1.343, 1.346], [-0.566, -2.645, -0.736], [-0.680, -1.014, 1.386], [-0.601, 0.950, -1.372], [2.542, -1.566, -0.987], [1.077, -1.058, -1.676], [1.638, 1.469, -0.556], [0.977, 1.704, 1.158], [-2.520, 0.892, 0.249], [-2.017, 2.559, -0.001], [-1.522, 1.712, 1.478]], "forces_ev_per_a": [[2.7, 2.7, 0.3], [-2.4, 1.4, -1.0], [0.0, -0.8, 0.2], [1.2, 0.1, 0.5], [-1.8, -4.5, 0.2], [0.0, 1.1, 0.3], [0.6, 0.1, 0.0], [-0.5, 1.8, -0.7], [-0.1, 0.1, 0.4], [-0.1, -0.8, -0.3], [0.0, -0.4, 0.1], [-0.1, 0.0, -0.1], [0.1, 0.0, -0.1], [0.1, -0.5, 0.1], [0.1, -0.1, 0.0], [-0.1, 0.0, 0.1], [0.1, -0.1, 0.0], [0.0, 0.0, -0.1]], "lumo_ev": 0.80, "e_tot_ha": -418.281137, "largest_force_ev_per_a": 4.86, "smiles": "NC(=O)NO.C=CC", "gap_ev": 8.87, "homo_ev": -8.067, "relative_energy_kcal_mol": 112.8}

{"formula": "C4H10N2O2", "method": "wB97M-V/def2-TZVPD", "species": ["N", "C", "C", "C", "O", "C", "N", "O", "H", "H", "H", "H", "H", "H", "H", "H", "H", "H"], "positions_angstrom": [[1.766, -1.176, -0.529], [0.722, -0.155, -0.324], [0.645, 0.213, 1.142], [-0.430, 1.225, 1.473], [-0.095, 2.483, 0.927], [-0.577, -0.812, -0.773], [-1.237, -0.274, -1.843], [-0.979, -1.802, -0.190], [0.671, 2.896, 1.327], [1.777, -1.564, -1.457], [1.720, -1.917, 0.153], [1.042, 0.660, -0.978], [1.669, 0.520, 1.460], [0.570, -0.693, 1.764], [-1.354, 0.905, 0.993], [-0.697, 1.301, 2.531], [-0.775, 0.506, -2.259], [-2.121, -0.655, -2.120]], "forces_ev_per_a": [[0.7, 0.7, 0.6], [0.6, -1.3, -0.8], [1.3, -0.4, 1.1], [0.3, -0.1, 0.0], [-0.7, 0.6, -0.6], [-1.0, -0.2, 0.1], [1.1, -0.2, 1.0], [-0.2, 0.1, 0.0], [0.2, -0.3, 0.4], [-0.1, -0.1, -0.2], [-0.3, -0.2, 0.0], [-0.5, 0.4, 0.3], [-0.6, 0.5, -0.3], [-0.7, 0.0, -0.5], [-0.1, 0.2, -0.2], [0.4, -0.1, 0.1], [-0.5, 0.4, -0.6], [0.0, 0.1, -0.3]], "lumo_ev": 0.87, "e_tot_ha": -418.410453, "largest_force_ev_per_a": 1.76, "smiles": "NC(=O)[C@H](N)CCO", "gap_ev": 10.02, "homo_ev": -9.153, "relative_energy_kcal_mol": 31.7}

{"formula": "C4H10N2O2", "method": "wB97M-V/def2-TZVPD", "species": ["C", "C", "C", "O", "O", "H", "H", "H", "H", "H", "H", "H", "H", "N", "C", "N", "H", "H"], "positions_angstrom": [[1.029, -1.016, 0.053], [-1.076, -0.929, -0.061], [1.497, 0.133, 0.925], [1.499, -1.139, -1.142], [-1.647, -0.453, 1.146], [1.067, -0.156, -1.810], [-1.147, -0.802, 1.891], [0.919, -1.955, 0.602], [-1.777, -0.697, -0.861], [-1.018, -2.017, -0.090], [1.712, 1.018, 0.331], [0.773, 0.389, 1.701], [2.423, -0.171, 1.422], [-1.306, 1.779, -0.547], [-0.446, 1.009, -1.207], [0.354, 0.827, -2.069], [-1.689, 1.404, 0.315], [-1.167, 2.776, -0.600]], "forces_ev_per_a": [[-1.4, 0.5, 0.1], [1.0, -0.6, 0.3], [0.0, -0.1, 0.0], [-0.1, 0.7, -0.9], [-0.1, 0.1, 0.1], [0.6, -1.0, 0.7], [0.0, 0.0, -0.1], [0.0, 0.0, 0.0], [0.1, 0.3, -0.1], [-0.1, 0.0, 0.1], [0.0, 0.0, 0.0], [0.0, 0.0, 0.0], [0.0, 0.0, 0.0], [-0.2, -0.3, 0.3], [1.1, 0.5, -1.2], [-1.0, 0.0, 0.9], [0.0, -0.1, 0.0], [0.1, -0.1, 0.0]], "lumo_ev": 0.51, "e_tot_ha": -418.257677, "largest_force_ev_per_a": 1.72, "gap_ev": 8.59, "homo_ev": -8.080, "relative_energy_kcal_mol": 127.6}

{"formula": "C4H10N2O2", "method": "wB97M-V/def2-TZVPD", "species": ["C", "C", "N", "O", "O", "H", "H", "H", "H", "H", "C", "C", "N", "H", "H", "H", "H", "H"], "positions_angstrom": [[1.057, -1.115, -0.723], [-0.074, -0.117, -0.406], [1.698, -1.525, 0.518], [-0.867, -0.637, 0.642], [-0.841, -0.013, -1.565], [-0.331, -1.316, 1.079], [2.277, -0.774, 0.882], [2.302, -2.323, 0.355], [1.732, -0.664, -1.460], [0.591, -1.991, -1.179], [0.493, 1.252, 0.009], [-2.746, 1.325, 0.989], [-2.990, 1.554, -0.100], [-1.640, 0.497, -1.364], [-2.531, 1.105, 2.003], [-0.321, 1.955, 0.153], [1.146, 1.626, -0.772], [1.044, 1.159, 0.938]], "forces_ev_per_a": [[-0.4, 0.2, -0.2], [0.5, 0.1, 0.0], [0.2, -0.1, 0.1], [-0.1, -0.1, 0.2], [-0.1, -0.1, -0.2], [0.1, 0.0, 0.0], [0.0, -0.1, 0.0], [-0.1, 0.1, 0.1], [-0.1, 0.0, 0.1], [0.0, 0.1, 0.0], [-0.2, -0.5, -0.2], [-0.2, 0.0, 0.3], [-0.2, 0.2, -0.6], [0.1, 0.0, 0.0], [0.1, -0.1, 0.2], [0.0, 0.1, 0.0], [0.1, 0.1, -0.1], [0.1, 0.0, 0.2]], "lumo_ev": 0.86, "e_tot_ha": -418.383530, "largest_force_ev_per_a": 0.64, "smiles": "CC(O)(O)CN.C#N", "gap_ev": 10.77, "homo_ev": -9.910, "relative_energy_kcal_mol": 48.6}

{"formula": "C4H10N2O2", "method": "wB97M-V/def2-TZVPD", "species": ["C", "C", "C", "H", "H", "H", "H", "H", "H", "N", "C", "N", "O", "O", "H", "H", "H", "H"], "positions_angstrom": [[0.463, 1.095, 1.621], [-0.259, -0.037, 0.951], [-0.699, -1.102, 1.621], [-0.996, 0.325, -0.277], [1.485, 1.170, 1.241], [0.488, 1.015, 2.713], [-0.016, 2.050, 1.388], [-0.508, -1.251, 2.683], [-1.234, -1.922, 1.145], [-0.764, 0.494, -1.543], [0.542, -0.286, -1.179], [0.355, -1.642, -1.399], [-0.498, 1.863, -1.731], [1.590, 0.314, -1.332], [0.399, 1.963, -1.330], [-1.173, 0.161, -2.423], [-0.395, -2.056, -0.862], [1.219, -2.155, -1.287]], "forces_ev_per_a": [[0.0, 0.1, 0.1], [-1.4, 0.7, -0.4], [0.4, 0.0, 0.1], [0.9, -0.9, 1.7], [0.0, 0.0, 0.1], [0.1, -0.1, 0.0], [0.0, 0.0, 0.0], [0.0, 0.0, 0.0], [-0.1, 0.1, 0.0], [0.2, -0.3, -0.3], [0.2, 0.6, -2.4], [0.0, 0.4, 0.4], [0.6, -0.1, 0.4], [-0.9, -0.5, 0.9], [-0.3, 0.0, -0.4], [0.2, 0.0, 0.1], [0.0, 0.0, 0.0], [0.0, 0.0, 0.1]], "lumo_ev": 0.75, "e_tot_ha": -418.230901, "largest_force_ev_per_a": 2.52, "gap_ev": 9.16, "homo_ev": -8.413, "relative_energy_kcal_mol": 144.4}

{"formula": "C4H10N2O2", "method": "wB97M-V/def2-TZVPD", "species": ["C", "C", "N", "O", "N", "H", "H", "H", "H", "H", "H", "C", "C", "O", "H", "H", "H", "H"], "positions_angstrom": [[1.335, 1.312, -1.062], [0.919, -0.764, 0.129], [0.522, -2.089, 0.174], [2.199, -0.734, 0.650], [0.573, 0.146, -0.744], [2.873, -0.416, 0.038], [-0.128, -2.287, 0.918], [1.108, -2.838, -0.151], [0.832, 2.195, -0.670], [2.356, 1.430, -0.673], [1.471, 1.378, -2.146], [-1.922, 1.001, 0.671], [-1.958, -0.455, 0.293], [-2.444, -0.829, -0.791], [-2.110, -1.111, 1.177], [-0.927, 1.363, 0.390], [-2.072, 1.138, 1.738], [-2.628, 1.559, 0.059]], "forces_ev_per_a": [[0.7, 0.5, 0.5], [3.7, 1.4, -4.4], [-3.1, 0.4, 0.8], [0.9, 0.1, 1.2], [-0.6, -2.7, 1.7], [-0.4, 0.5, 0.0], [0.0, -0.6, -0.3], [0.4, 0.5, 0.3], [-0.3, 0.2, -0.4], [0.0, -0.5, 0.3], [-0.6, 0.0, 0.1], [1.3, 0.1, -0.6], [-4.7, -0.1, -2.0], [2.0, 0.6, 2.4], [1.2, -0.5, -0.2], [-0.3, 0.3, 0.3], [-0.1, 0.0, 0.0], [-0.2, -0.1, 0.1]], "lumo_ev": 0.46, "e_tot_ha": -418.304469, "largest_force_ev_per_a": 5.92, "smiles": "C/N=C(/N)O.CC=O", "gap_ev": 9.82, "homo_ev": -9.359, "relative_energy_kcal_mol": 98.2}

{"formula": "C4H10N2O2", "method": "wB97M-V/def2-TZVPD", "species": ["C", "C", "C", "C", "N", "N", "O", "O", "H", "H", "H", "H", "H", "H", "H", "H", "H", "H"], "positions_angstrom": [[1.443, 0.388, 0.277], [0.545, -0.760, 0.130], [-0.836, -0.642, -0.500], [-1.821, 0.335, 0.108], [1.025, -1.998, 0.506], [1.104, 1.653, -0.223], [0.356, -3.041, 0.432], [-1.627, 1.693, -0.151], [1.607, 0.367, 1.427], [2.552, 0.244, -0.066], [-1.235, -1.690, -0.338], [-0.643, -0.381, -1.540], [-2.878, 0.198, -0.117], [-1.681, 0.326, 1.207], [2.016, -2.190, 0.798], [1.002, 1.650, -1.208], [0.196, 1.955, 0.210], [-1.127, 1.895, -0.951]], "forces_ev_per_a": [[4.1, -0.9, 2.5], [1.0, -3.1, 0.2], [0.4, -1.8, 0.9], [0.1, 0.2, 1.6], [-0.9, 3.6, -1.3], [-1.7, 1.6, 1.7], [-1.0, -1.8, 0.1], [0.2, 1.9, -0.6], [-0.2, 1.0, -1.5], [-1.9, -0.6, 0.3], [0.2, 1.1, -0.8], [-0.4, -0.4, -0.4], [0.1, -1.0, -0.2], [-0.5, -0.6, -0.3], [-0.8, 1.2, -0.2], [0.0, 0.0, -1.0], [1.4, -0.1, -0.7], [-0.5, -0.5, -0.1]], "lumo_ev": [0.63, 0.63], "e_tot_ha": -418.263079, "largest_force_ev_per_a": 4.89, "smiles": "NC/C(CCO)=[NH+]/[O-]", "gap_ev": [8.68, 8.68], "homo_ev": [-8.049, -8.050], "relative_energy_kcal_mol": 124.2}

{"formula": "C4H10N2O2", "method": "wB97M-V/def2-TZVPD", "species": ["O", "C", "O", "C", "C", "C", "N", "N", "H", "H", "H", "H", "H", "H", "H", "H", "H", "H"], "positions_angstrom": [[-2.686, 1.081, 0.091], [-2.178, 0.019, -0.063], [-2.948, -1.127, -0.417], [-0.758, -0.463, -0.265], [0.269, 0.317, 0.563], [1.785, 0.087, 0.230], [2.546, 0.537, 1.392], [-0.408, -0.222, -1.666], [-3.877, -0.988, -0.199], [-0.692, -1.537, -0.139], [0.068, 1.474, 0.600], [0.125, 0.082, 1.645], [2.181, 0.664, -0.610], [2.015, -0.961, -0.054], [3.065, 1.346, 1.132], [2.721, -0.093, 2.133], [-0.518, 0.698, -2.034], [-0.709, -0.914, -2.339]], "forces_ev_per_a": [[0.4, 0.4, 0.6], [-1.5, -2.6, -1.5], [0.4, 0.8, 0.9], [1.5, 2.0, -0.8], [-0.1, 1.4, 1.0], [-0.4, -0.3, 0.8], [-1.0, 0.3, -1.7], [0.4, -1.0, -0.5], [-0.1, 0.4, -0.2], [-0.1, 0.0, 0.4], [0.2, -2.1, -0.6], [0.2, -0.2, -0.7], [-0.6, 0.0, -0.1], [-0.4, 0.3, 0.3], [0.9, -0.1, 1.0], [0.6, 0.0, 0.4], [-0.2, 0.6, 0.1], [-0.2, 0.1, 0.3]], "lumo_ev": 0.82, "e_tot_ha": -418.385778, "largest_force_ev_per_a": 3.31, "smiles": "NCC[C@H](N)C(=O)O", "gap_ev": 9.50, "homo_ev": -8.686, "relative_energy_kcal_mol": 47.2}

{"formula": "C4H10N2O2", "method": "wB97M-V/def2-TZVPD", "species": ["C", "C", "O", "N", "H", "H", "H", "H", "H", "C", "C", "O", "N", "H", "H", "H", "H", "H"], "positions_angstrom": [[0.117, -0.824, 2.505], [0.579, -1.433, 1.227], [0.989, -0.784, 0.243], [0.421, -2.813, 0.951], [0.865, -1.069, 3.359], [-0.860, -1.049, 2.899], [1.101, -3.125, 0.214], [0.285, -3.455, 1.734], [0.287, 0.291, 2.491], [0.621, 1.492, -2.246], [-0.756, 2.032, -1.882], [-1.402, 2.896, -2.495], [-1.522, 1.343, -0.905], [-2.466, 1.712, -0.794], [-1.135, 0.660, -0.258], [0.819, 1.666, -3.322], [0.709, 0.370, -2.016], [1.349, 2.090, -1.703]], "forces_ev_per_a": [[2.5, 1.4, 2.2], [-0.1, -0.8, -3.8], [-0.4, -0.2, 2.4], [1.1, 0.5, 0.8], [-1.1, -0.2, -1.4], [-0.4, -0.3, -0.3], [-1.2, 0.4, 1.1], [0.2, 0.3, -0.5], [-0.6, -1.1, -0.5], [-0.3, -0.9, -0.1], [-3.4, -0.5, -0.3], [2.0, -0.7, 0.6], [1.4, 0.5, -0.6], [0.7, -0.3, 0.1], [-0.1, 0.4, -0.4], [-0.4, -0.1, 0.6], [0.0, 1.9, -0.1], [0.3, -0.3, 0.2]], "lumo_ev": 0.52, "e_tot_ha": -418.419619, "largest_force_ev_per_a": 3.86, "smiles": "CC(N)=O.CC(N)=O", "gap_ev": 9.90, "homo_ev": -9.381, "relative_energy_kcal_mol": 25.9}

{"formula": "C4H10N2O2", "method": "wB97M-V/def2-TZVPD", "species": ["C", "C", "O", "N", "H", "H", "H", "H", "H", "C", "C", "O", "N", "H", "H", "H", "H", "H"], "positions_angstrom": [[0.798, -2.181, -1.050], [-0.533, -2.137, -0.342], [-1.223, -1.127, -0.267], [-0.914, -3.322, 0.215], [1.151, -3.210, -1.037], [1.390, -1.326, -0.757], [-1.819, -3.404, 0.653], [-0.313, -4.080, -0.024], [0.634, -1.990, -2.110], [-0.790, 2.984, 0.525], [0.595, 2.431, 0.336], [1.667, 2.913, 0.658], [0.572, 1.064, 0.064], [1.438, 0.673, -0.251], [-0.275, 0.541, -0.132], [-1.559, 2.516, -0.099], [-0.708, 4.057, 0.376], [-1.231, 2.815, 1.513]], "forces_ev_per_a": [[-1.1, -0.2, -0.9], [-0.8, 0.4, 0.2], [0.2, -0.4, 0.0], [0.4, 0.9, -0.5], [1.0, 0.4, 0.4], [0.7, -0.5, 0.5], [0.2, -0.2, -0.1], [-0.3, -0.7, 0.4], [-0.4, 0.1, -0.1], [-0.5, 0.8, -0.1], [0.4, -3.2, 1.7], [-0.7, 1.2, -0.7], [-0.4, 1.0, -0.5], [0.3, 0.0, 0.2], [0.2, 0.1, -0.2], [0.5, 0.3, -0.5], [-0.4, 0.1, -0.1], [0.8, 0.0, 0.3]], "lumo_ev": 0.58, "e_tot_ha": -418.431199, "largest_force_ev_per_a": 3.62, "smiles": "CC(N)=O.CC(N)=O", "gap_ev": 10.03, "homo_ev": -9.445, "relative_energy_kcal_mol": 18.7}